[1]
The following is a quantum chemistry calculation of C17H20N2O3 in the gas phase, from the OMol25 dataset.

Geometry as XYZ:
```
42
Properties=species:S:1:pos:R:3:forces:R:3
C 5.07059 1.99710 -1.67439 -0.0181 -0.0790 0.0653
C 4.00069 1.07645 -1.20720 -0.1038 0.2403 -0.2517
C 2.70750 0.94689 -1.61892 0.1661 0.1584 -0.0749
C 2.11601 -0.08695 -0.84014 -0.0173 -0.2620 0.2526
C 0.83216 -0.65422 -0.79949 0.2994 -0.0084 0.1068
O -0.07999 -0.17371 -1.70151 0.5463 0.0090 -0.0192
C -1.45101 -0.14062 -1.36001 -0.7666 0.2739 0.2315
C -1.83679 1.25148 -0.82441 0.2715 -0.5088 0.2812
O -1.65702 2.21467 -1.83680 0.1688 0.2883 -0.2991
C -1.02510 1.66854 0.42809 -0.1911 0.0558 -0.2914
N -1.06899 0.82478 1.59780 0.1135 -0.2062 0.0783
C -2.36741 0.60265 2.21261 0.0698 -0.0680 -0.0269
C -3.17669 -0.49977 1.59941 0.4866 -0.4904 0.4627
C -3.00040 -1.85409 1.62618 -0.0424 0.6336 0.1090
C -4.03136 -2.40726 0.82719 -0.3421 0.2892 -0.2812
C -4.75763 -1.35096 0.37557 -0.0344 -0.8616 -0.1513
O -4.24858 -0.19506 0.83593 -0.0295 0.4447 0.0528
C 0.60515 -1.67457 0.10733 -0.4044 -0.0127 -0.2681
C 1.61070 -2.11730 0.97116 0.2119 0.0260 0.0883
C 2.87286 -1.56888 0.96142 0.0539 -0.1183 0.1320
C 3.11488 -0.55497 0.04232 -0.6781 -0.1769 -0.0919
N 4.24338 0.17139 -0.20292 0.3311 0.0501 0.0725
H 4.69208 2.63116 -2.47048 0.0150 0.0435 -0.0354
H 5.92492 1.43490 -2.05259 0.0694 0.0263 -0.0538
H 5.41793 2.63136 -0.85821 0.0434 0.0751 -0.0023
H 2.22551 1.51044 -2.39211 -0.0140 0.1611 -0.1792
H -1.72472 -0.91629 -0.64317 0.0477 0.0013 -0.0400
H -1.99988 -0.31627 -2.29089 0.0563 0.0095 0.1518
H -2.90723 1.25742 -0.59831 0.1074 -0.1019 -0.0188
H -0.76475 2.09338 -2.18735 -0.0423 0.0495 0.0242
H -1.37959 2.66291 0.71863 0.0894 0.0102 -0.1128
H 0.02727 1.76150 0.14147 -0.0645 0.1060 -0.0611
H -0.59134 -0.05650 1.43727 0.0076 0.1377 0.0569
H -2.93502 1.53408 2.16465 -0.0247 -0.0119 0.1223
H -2.18342 0.35657 3.26502 -0.2147 0.0606 -0.1019
H -2.23827 -2.38866 2.15667 0.1897 -0.0481 0.1568
H -4.20378 -3.44421 0.62380 -0.1136 -0.1932 -0.0901
H -5.62435 -1.29001 -0.25156 -0.1275 0.1110 -0.0737
H -0.35407 -2.16967 0.14934 -0.0918 0.0102 -0.0307
H 1.38060 -2.91559 1.66099 -0.0010 -0.0692 0.0597
H 3.64222 -1.91246 1.63556 0.0665 -0.0604 0.0872
H 5.12292 0.06035 0.27204 -0.0898 0.0057 -0.0367
```
Positions in Å, forces in eV/Å.

The SMILES is Cc1cc2c(OC[C@H](O)CNCc3ccco3)cccc2[nH]1.

So, what does the Mulliken scheme give us? The charges, in e, come out as:
1. C -1.32
2. C 0.30
3. C -0.78
4. C 1.75
5. C 0.29
6. O -0.48
7. C -0.19
8. C 0.24
9. O -0.63
10. C -0.91
11. N -0.18
12. C -1.29
13. C 0.60
14. C -0.31
15. C -0.53
16. C -0.53
17. O -0.36
18. C -0.93
19. C -0.44
20. C -1.28
21. C -0.27
22. N 0.00
23. H 0.31
24. H 0.32
25. H 0.32
26. H 0.45
27. H -0.02
28. H 0.25
29. H 0.45
30. H 0.40
31. H 0.41
32. H 0.22
33. H 0.16
34. H 0.47
35. H 0.39
36. H 0.61
37. H 0.44
38. H 0.50
39. H 0.55
40. H 0.43
41. H 0.38
42. H 0.19

=====

[2]
The following is a quantum chemistry calculation of a 2-piece molecular cluster, C7H18N2 overall, from the OMol25 dataset.

Geometry as XYZ:
```
27
Properties=species:S:1:pos:R:3:forces:R:3
C -2.25340 -0.24184 2.37330 1.4045 0.0698 0.4189
C -1.64992 0.81838 1.82924 -1.5335 1.5191 -2.7232
C -2.23048 2.20014 1.95219 -0.0703 -0.0923 0.1954
N -0.68657 0.71434 0.68114 -1.1816 -2.0578 4.5510
H -1.76837 -1.20727 2.36974 -0.2186 -0.3300 -0.4545
H -3.09077 -0.13522 3.03274 -0.1547 0.2123 0.2969
H -2.63841 2.52323 0.99454 0.0886 0.0001 -0.1505
H -3.04543 2.22833 2.67162 0.0602 0.0616 0.1501
H -1.45790 2.91567 2.24263 -0.0550 0.0411 0.0594
H -0.15698 0.01916 1.28050 0.8460 0.8550 -2.4357
H -0.18189 1.57791 0.53318 0.3602 -0.0820 0.4084
C -0.60348 -1.20544 -2.02555 0.1582 0.0792 0.0008
C 0.76006 -0.52704 -2.09116 -0.1275 0.0099 0.2346
N 1.38432 -0.37398 -0.78008 0.4738 -0.1404 -0.3040
C 1.80485 -1.64330 -0.21695 -0.1029 0.2066 -0.1390
C 2.49735 0.55558 -0.83232 -0.1590 -0.2144 -0.0157
H -0.51963 -2.25382 -1.74768 -0.0241 -0.1101 -0.0437
H -1.08495 -1.14635 -2.99952 -0.0340 -0.0930 -0.0949
H -1.23300 -0.70452 -1.29534 -0.0118 0.0489 0.0580
H 1.42252 -1.08289 -2.77962 0.0328 0.0813 -0.0279
H 0.62755 0.47862 -2.49826 0.0437 -0.0313 -0.0422
H 2.54625 -2.15808 -0.84958 0.0355 -0.0559 -0.0145
H 0.94400 -2.29590 -0.09254 -0.0176 -0.0915 0.0411
H 2.25291 -1.47276 0.76134 0.0227 -0.0363 0.0680
H 2.91253 0.67409 0.16803 0.0624 0.0535 0.0366
H 2.14342 1.52524 -1.18063 0.0402 0.0745 -0.0341
H 3.30541 0.21772 -1.50095 0.0617 0.0221 -0.0395
```
Positions in Å, forces in eV/Å.

The SMILES is C=C(C)N.CCN(C)C.

So, what does the Mulliken scheme give us? The charges, in e, come out as:
1. C -1.13
2. C 0.82
3. C -1.33
4. N -0.32
5. H 0.28
6. H 0.31
7. H 0.30
8. H 0.37
9. H 0.32
10. H 0.14
11. H 0.21
12. C -1.23
13. C -0.55
14. N 0.46
15. C -1.27
16. C -1.16
17. H 0.32
18. H 0.40
19. H 0.26
20. H 0.34
21. H 0.37
22. H 0.36
23. H 0.35
24. H 0.37
25. H 0.36
26. H 0.32
27. H 0.33

=====

Energy relative to the best compared isomer or geometry (same formula, charge and spin) across the listed records, respectively: 61.5 51.4 kcal per mole.
HOMO across the listed records, respectively: -7.69 -8.26 eV.